(1)
{
  "formula": "C37H66Br26O4",
  "method": "ωB97M-V/def2-TZVPD",
  "species": ["O", "C", "C", "C", "C", "O", "C", "C", "C", "C", "O", "C", "C", "C", "O", "H", "H", "H", "H", "H", "H", "H", "H", "H", "H", "H", "H", "H", "H", "Br", "C", "C", "Br", "H", "H", "H", "H", "Br", "C", "C", "Br", "H", "H", "H", "H", "Br", "C", "C", "Br", "H", "H", "H", "H", "Br", "C", "C", "Br", "H", "H", "H", "H", "Br", "C", "C", "Br", "H", "H", "H", "H", "Br", "C", "C", "Br", "H", "H", "H", "H", "Br", "C", "C", "Br", "H", "H", "H", "H", "Br", "C", "C", "Br", "H", "H", "H", "H", "Br", "C", "C", "Br", "H", "H", "H", "H", "Br", "C", "C", "Br", "H", "H", "H", "H", "Br", "C", "C", "Br", "H", "H", "H", "H", "Br", "C", "C", "Br", "H", "H", "H", "H", "Br", "C", "C", "Br", "H", "H", "H", "H"],
  "coordinates": [[-3.9437, 0.7734, 4.2842], [-3.3018, 0.1902, 3.2575], [-3.4009, -1.4343, 2.9699], [-2.4839, -2.0312, 1.9547], [-1.3445, -1.1205, 1.1494], [-0.3976, -1.7520, 0.4115], [-1.4367, 0.5067, 1.3628], [-0.4257, 1.4616, 0.4369], [0.7177, 2.0289, 1.5153], [2.2450, 1.9972, 0.9199], [2.9926, 0.9287, 1.6605], [-2.3568, 1.2062, 2.3254], [-2.4538, 2.8314, 2.5386], [-3.9336, 3.4771, 2.1967], [-4.9234, 2.5054, 1.7067], [-4.2015, -2.0607, 3.5820], [-2.5275, -3.1956, 1.7001], [0.0459, 0.8892, -0.4682], [-1.1134, 2.3472, 0.0333], [0.6903, 1.2936, 2.4546], [0.4810, 3.1037, 1.9125], [2.3035, 1.8258, -0.2454], [2.7623, 3.0155, 1.2618], [3.2111, 1.3252, 2.5742], [-1.6696, 3.4584, 1.9371], [-2.2248, 3.0340, 3.6888], [-3.8109, 4.2904, 1.3316], [-4.2990, 4.0972, 3.1421], [-5.7771, 2.7531, 2.1763], [1.7773, 2.0048, -2.8796], [0.0729, 2.6092, -3.6113], [-0.1571, 4.0748, -3.3234], [-0.6971, 4.3533, -1.4701], [-0.7011, 1.9579, -3.1979], [0.1499, 2.4359, -4.6894], [-0.9881, 4.4587, -3.9226], [0.7267, 4.6951, -3.4954], [-1.8722, -2.4494, -0.5709], [-2.9791, -1.8502, -2.0613], [-2.6836, -2.6410, -3.3148], [-1.0153, -2.0578, -4.1399], [-2.8091, -0.7766, -2.1741], [-4.0101, -2.0181, -1.7341], [-3.4529, -2.4631, -4.0720], [-2.5943, -3.7164, -3.1389], [-2.6312, 1.3957, 5.1864], [-2.7842, 2.2366, 6.9400], [-1.4431, 2.3036, 7.6335], [-0.9363, 0.5655, 8.3587], [-3.5357, 1.6740, 7.4996], [-3.1648, 3.2432, 6.7395], [-1.4909, 2.9703, 8.4996], [-0.6303, 2.6252, 6.9768], [-4.9788, 4.4603, -2.6262], [-6.5374, 4.3738, -1.4562], [-6.9238, 5.7470, -0.9572], [-5.7232, 6.3470, 0.4578], [-6.2963, 3.6716, -0.6543], [-7.3342, 3.9510, -2.0763], [-7.9163, 5.7239, -0.4976], [-6.9066, 6.5131, -1.7371], [2.5231, 2.3419, -6.5871], [4.1549, 1.4113, -6.0609], [4.5198, 0.3388, -7.0611], [3.3895, -1.2366, -6.8501], [3.9919, 1.0270, -5.0509], [4.9262, 2.1874, -6.0296], [5.5397, -0.0175, -6.8881], [4.4242, 0.6638, -8.1006], [2.3571, 3.0323, 10.5363], [2.2349, 1.6814, 11.9384], [0.8638, 1.0462, 11.9681], [-0.4435, 2.2287, 12.8027], [2.5086, 2.1695, 12.8771], [2.9979, 0.9389, 11.6839], [0.8706, 0.1457, 12.5894], [0.4800, 0.7952, 10.9756], [5.1810, -3.8680, -3.8583], [3.8788, -4.7046, -5.0458], [4.1777, -6.1736, -5.2373], [5.6706, -6.4355, -6.4648], [3.8840, -4.1344, -5.9781], [2.9134, -4.5697, -4.5477], [3.3300, -6.6803, -5.7080], [4.4338, -6.6894, -4.3079], [4.0885, -1.6675, 10.2352], [2.9816, -1.0682, 8.7448], [3.2772, -1.8590, 7.4913], [4.9454, -1.2758, 6.6662], [3.1517, 0.0054, 8.6320], [1.9506, -1.2361, 9.0720], [2.5078, -1.6812, 6.7340], [3.3665, -2.9344, 7.6672], [-11.0573, 5.8537, -1.7445], [-11.9114, 5.0203, -0.2013], [-11.2004, 5.3857, 1.0812], [-9.5429, 4.3775, 1.2809], [-11.9377, 3.9447, -0.3928], [-12.9345, 5.4097, -0.1989], [-11.8071, 5.1107, 1.9491], [-10.9396, 6.4455, 1.1463], [7.5781, 1.9391, -4.2813], [6.3660, 2.7779, -3.0035], [6.0643, 4.2068, -3.3925], [7.5566, 5.3857, -2.9599], [6.8265, 2.6836, -2.0170], [5.4562, 2.1700, -3.0348], [5.2198, 4.5928, -2.8139], [5.8567, 4.3321, -4.4586], [0.8998, -5.6835, -2.7290], [1.2697, -7.4123, -1.9043], [2.5359, -8.0233, -2.4589], [2.2369, -8.7784, -4.2321], [0.3841, -8.0344, -2.0556], [1.3806, -7.1990, -0.8364], [2.8585, -8.8666, -1.8411], [3.3587, -7.3091, -2.5502], [-0.6002, -8.2630, 1.0813], [-0.2303, -9.9918, 1.9059], [1.0359, -10.6027, 1.3514], [0.7369, -11.3579, -0.4218], [-1.1159, -10.6139, 1.7547], [-0.1194, -9.7785, 2.9739], [1.3585, -11.4461, 1.9691], [1.8587, -9.8886, 1.2600], [5.7522, 2.7912, -10.6550], [6.3333, 1.3222, -11.7995], [5.7575, 0.0048, -11.3336], [6.7029, -0.6624, -9.7636], [7.4260, 1.3394, -11.8114], [5.9593, 1.5748, -12.7968], [5.8945, -0.7664, -12.0974], [4.6985, 0.0635, -11.0680]],
  "forces_ev_per_angstrom": [[-5.450, -4.153, -7.184], [0.380, -0.893, -3.107], [2.866, 1.140, -1.573], [-1.085, 1.944, 2.650], [1.978, 0.339, 2.556], [1.489, 5.625, 8.852], [-0.970, 0.717, 0.275], [-1.196, 0.039, 1.540], [0.126, -0.677, -0.347], [0.026, 0.723, 1.639], [-0.193, 1.989, 0.636], [0.561, -3.662, -1.188], [-0.085, -0.049, 0.428], [0.490, 1.417, -0.518], [-0.454, 1.624, 1.879], [1.960, 1.513, -1.483], [0.097, 2.962, 0.904], [-0.890, 0.944, 1.932], [1.714, -2.177, 0.883], [0.197, 1.634, -2.079], [0.255, -1.953, -0.927], [-0.065, 0.213, 2.695], [-1.074, -1.945, -1.290], [-0.584, -0.944, -2.263], [-1.415, -1.690, 0.935], [-0.471, -0.138, -3.059], [-0.046, -1.783, 1.884], [0.536, -1.543, -1.857], [1.597, -0.619, -0.943], [-0.142, -0.032, -0.054], [0.138, -0.037, -0.261], [-0.214, 0.074, -0.033], [0.140, 0.367, -0.237], [0.168, 0.195, -0.016], [0.022, 0.069, 0.208], [0.147, -0.136, 0.085], [-0.174, -0.250, 0.035], [-5.572, -2.660, -8.456], [-1.222, -1.499, -0.334], [-0.588, 0.258, -0.401], [0.099, -0.066, 0.018], [0.134, -0.265, 0.052], [-0.099, 0.110, -0.410], [0.208, -0.071, -0.018], [0.021, 0.306, 0.045], [6.185, 2.207, 6.713], [0.349, 0.772, 0.823], [0.006, 0.177, 0.463], [0.041, 0.014, -0.118], [0.231, 0.036, -0.072], [0.125, -0.105, 0.133], [0.082, -0.098, -0.117], [-0.199, -0.071, 0.134], [0.003, -0.055, 0.137], [-0.122, -0.064, -0.246], [-0.198, 0.031, 0.118], [-0.065, 0.070, -0.092], [-0.001, 0.217, -0.098], [0.098, 0.163, 0.156], [0.242, -0.058, -0.148], [0.084, -0.260, 0.142], [0.008, -0.026, -0.004], [0.129, 0.232, -0.033], [0.141, -0.163, 0.127], [-0.027, 0.104, -0.095], [-0.017, -0.019, -0.251], [-0.096, -0.216, -0.080], [-0.203, 0.154, 0.011], [0.015, 0.006, 0.323], [-0.010, -0.018, 0.078], [0.193, -0.144, -0.176], [-0.043, -0.129, 0.240], [0.001, -0.050, -0.150], [-0.176, -0.112, -0.208], [-0.198, 0.079, 0.050], [0.081, 0.176, -0.108], [0.162, 0.142, 0.205], [-0.042, 0.005, -0.118], [-0.151, 0.094, 0.227], [-0.142, 0.080, -0.316], [0.017, -0.038, 0.113], [0.087, -0.209, 0.172], [0.214, -0.120, -0.106], [0.212, 0.217, 0.149], [-0.024, 0.233, -0.277], [-0.018, 0.128, -0.019], [-0.220, -0.108, 0.159], [-0.013, 0.118, -0.273], [-0.079, -0.105, 0.084], [0.003, -0.256, -0.061], [0.185, 0.007, -0.134], [0.097, 0.003, 0.199], [-0.026, 0.303, 0.060], [0.017, -0.132, 0.070], [-0.182, 0.197, -0.134], [-0.071, -0.140, 0.211], [-0.068, 0.058, 0.047], [0.081, 0.254, 0.129], [0.227, -0.061, 0.070], [0.080, 0.033, -0.204], [-0.085, -0.271, -0.118], [-0.013, 0.031, 0.096], [-0.168, -0.216, -0.145], [-0.078, 0.179, 0.213], [-0.070, -0.051, -0.114], [-0.102, 0.121, -0.249], [0.125, 0.177, 0.016], [0.137, -0.151, -0.092], [0.083, -0.122, 0.253], [-0.110, -0.085, 0.018], [0.082, 0.257, 0.138], [-0.025, -0.283, 0.047], [-0.065, -0.133, 0.148], [0.294, 0.072, 0.009], [0.040, -0.091, -0.267], [-0.113, 0.143, -0.086], [-0.280, -0.080, 0.089], [-0.105, -0.148, 0.075], [0.027, 0.241, 0.222], [0.018, -0.299, -0.001], [0.093, 0.156, 0.024], [0.282, 0.090, -0.041], [0.038, -0.078, -0.225], [-0.101, 0.183, -0.074], [-0.283, -0.105, 0.063], [0.096, -0.089, -0.004], [-0.183, 0.197, -0.164], [0.143, -0.235, -0.045], [-0.074, 0.014, -0.091], [-0.273, -0.103, 0.068], [0.047, -0.115, 0.205], [-0.011, 0.190, 0.112], [0.270, 0.088, -0.082]],
  "energy_ha": -68674.0887,
  "largest_force_ev_per_a": 10.6,
  "multiplicity": 1,
  "e_homo_ha": -0.22845
}

(2)
{
  "formula": "C38H39As2ClIN5O4PS4Sc",
  "method": "ωB97M-V/def2-TZVPD",
  "species": ["Sc", "S", "As", "S", "S", "S", "O", "C", "O", "C", "C", "Cl", "N", "N", "C", "C", "O", "O", "C", "C", "C", "C", "C", "C", "H", "H", "H", "H", "H", "H", "I", "C", "C", "N", "N", "C", "H", "H", "H", "N", "P", "C", "C", "C", "C", "C", "C", "C", "C", "C", "C", "C", "C", "C", "C", "C", "C", "C", "C", "H", "H", "H", "H", "H", "H", "H", "H", "H", "H", "H", "H", "H", "H", "H", "C", "C", "As", "C", "C", "C", "C", "H", "H", "H", "H", "H", "H", "H", "H", "H", "H", "H", "H", "H", "H", "H"],
  "coordinates": [[-0.7915, -1.2788, -0.3273], [-4.7462, 2.2846, 0.4856], [-4.7737, 0.0861, 0.4785], [-1.7199, 1.3546, -0.3784], [-3.6049, -0.9273, -0.9698], [-2.8908, 1.6506, 1.2175], [1.1769, -4.0116, -5.1269], [2.1300, -3.2246, -4.7946], [3.2099, -3.1710, -5.3852], [1.8740, -2.3164, -3.6324], [2.7086, -1.2955, -3.1358], [4.0113, -0.5339, -3.8118], [2.1183, -0.7302, -2.0013], [0.8576, -1.2382, -1.8299], [0.7109, -2.1826, -2.8013], [-0.6623, -2.8016, -2.8784], [-1.0244, -3.4501, -3.9006], [-1.4053, -2.5952, -1.8376], [2.6609, 0.3392, -1.2491], [1.9359, 1.5271, -1.0864], [2.6372, 2.6690, -0.8171], [4.0227, 2.6780, -0.6938], [4.7210, 1.4525, -0.6687], [4.0099, 0.2881, -0.9012], [0.2082, -3.8298, -4.7855], [0.8570, 1.4658, -1.2623], [2.1020, 3.5948, -0.7878], [4.5215, 3.6350, -0.5698], [5.7872, 1.4828, -0.4680], [4.5305, -0.6616, -0.9410], [-1.6858, -6.1039, 3.9390], [-1.8288, -4.9734, 2.2281], [-2.8381, -4.9787, 1.2244], [-2.4070, -4.0867, 0.2975], [-1.3391, -3.3663, 0.7522], [-0.9410, -3.9159, 1.8888], [-3.7816, -5.4982, 1.2619], [-2.8726, -3.8830, -0.5854], [-0.0379, -3.7612, 2.4587], [0.1196, -1.0802, 1.4447], [0.5763, -0.7562, 2.8772], [1.4066, -2.0805, 3.7732], [2.2712, -2.8729, 3.0185], [3.1000, -3.7946, 3.6439], [3.1286, -3.8696, 5.0535], [2.3603, -2.9882, 5.8063], [1.4776, -2.1174, 5.1639], [-0.8237, -0.1926, 3.8770], [-0.6629, 0.8419, 4.8235], [-1.7359, 1.3751, 5.5202], [-3.0256, 0.9013, 5.2151], [-3.2048, -0.1268, 4.2993], [-2.0665, -0.7125, 3.6699], [1.7557, 0.6258, 2.9544], [1.2175, 1.8896, 2.8064], [1.9838, 3.0246, 3.0406], [3.3306, 2.9384, 3.3974], [3.8704, 1.6629, 3.5485], [3.0622, 0.5382, 3.4003], [2.3328, -2.7564, 1.9561], [3.7724, -4.4017, 3.0538], [3.8226, -4.5639, 5.5438], [2.5001, -2.9084, 6.8983], [0.8872, -1.3848, 5.7691], [0.3199, 1.1897, 5.0298], [-1.5998, 2.1911, 6.2186], [-3.8629, 1.3641, 5.6611], [-4.1865, -0.4469, 3.9458], [-2.1948, -1.5085, 2.9588], [0.2099, 2.0563, 2.5662], [1.4746, 3.9803, 2.9010], [3.9217, 3.8446, 3.6320], [4.9185, 1.5096, 3.8347], [3.5100, -0.4230, 3.6869], [-4.8301, 2.7981, -4.3946], [-3.7969, 1.7537, -4.7836], [-2.0641, 1.8439, -3.8391], [-1.7444, 3.8574, -3.8112], [-2.2240, 4.5232, -2.5376], [-0.8661, 1.0346, -5.2305], [-0.4331, 1.9733, -6.3478], [-5.8114, 2.6522, -4.8836], [-4.5459, 3.8035, -4.6689], [-4.9877, 2.8100, -3.2966], [-3.5823, 1.8254, -5.8600], [-4.2076, 0.7949, -4.5482], [-2.1894, 4.2943, -4.7038], [-0.6526, 3.8633, -3.8777], [-3.2851, 4.2719, -2.3206], [-2.1472, 5.5919, -2.5293], [-1.6167, 4.2148, -1.6830], [-1.4522, 0.2191, -5.6606], [-0.0571, 0.5587, -4.6518], [-1.2728, 2.4596, -6.8070], [0.0984, 1.4484, -7.1177], [0.2605, 2.7673, -6.0418]],
  "forces_ev_per_angstrom": [[-0.350, 0.540, 0.002], [0.376, 1.202, -0.409], [-1.326, -2.605, 0.290], [0.976, 0.526, 0.151], [-0.162, -0.019, 0.159], [0.852, 0.595, 0.287], [-1.706, -1.502, -1.144], [1.692, 2.136, 0.512], [-0.932, -0.479, 0.439], [-0.284, 1.568, 1.081], [-1.523, -1.533, 0.638], [1.374, 0.418, -0.869], [0.668, 0.303, 0.187], [-0.699, 0.337, 0.690], [-1.377, -1.383, -0.860], [1.337, 0.064, -0.113], [0.167, -0.066, 0.332], [0.448, -0.248, -1.291], [-0.488, -0.525, -0.861], [-0.552, -1.052, -0.178], [-0.038, 0.322, -0.097], [0.418, -0.456, 0.315], [-0.730, 1.108, 0.169], [0.822, -0.132, -0.177], [0.788, 0.416, 0.764], [0.360, 0.463, 0.086], [-0.262, 0.482, 0.117], [0.121, -0.199, 0.073], [-0.058, -0.340, -0.050], [-0.061, -0.013, -0.025], [-0.113, -0.092, 0.047], [-1.098, 0.854, -1.197], [2.230, 0.220, 1.181], [-0.489, -0.077, 1.783], [-0.008, -0.566, -1.087], [-1.267, -1.802, 0.009], [0.104, -0.082, -0.613], [0.471, 0.723, 0.183], [-0.101, 0.854, -0.437], [0.565, -0.234, 0.637], [-0.818, 0.226, -2.154], [0.711, 0.279, 0.435], [0.200, -0.495, 0.644], [-0.096, 0.120, 0.947], [0.365, 0.023, -0.559], [-0.026, 0.133, 0.336], [-0.246, 0.506, 0.586], [0.914, 0.787, 1.392], [-0.686, -0.489, 0.305], [-0.372, -0.544, -0.730], [0.917, -0.433, -0.532], [0.998, -0.393, -0.521], [-1.680, 0.503, 0.292], [-0.269, -0.212, 1.300], [1.335, 0.857, -0.104], [-0.038, 0.331, -0.283], [-0.028, 0.104, 0.180], [0.257, 0.103, 0.236], [0.916, -0.538, 0.036], [-0.268, 0.101, -0.527], [-0.024, -0.107, -0.006], [-0.322, 0.300, -0.186], [-0.242, -0.283, -0.635], [0.478, -0.773, -0.616], [0.621, 0.386, 0.125], [0.030, -0.054, 0.047], [-0.880, 0.417, 0.439], [0.185, 0.079, 0.394], [-0.132, -0.140, -0.317], [-1.291, -0.111, -0.540], [0.349, -0.100, 0.164], [-0.373, -0.650, -0.363], [-0.443, 0.206, -0.045], [-0.305, 0.266, -0.370], [-0.474, 0.159, 0.676], [0.235, 0.846, -0.773], [-0.130, -0.080, 1.146], [0.351, -1.046, -0.668], [-0.604, -0.917, 0.660], [-0.339, 0.637, 0.241], [0.775, 0.132, 0.506], [0.358, -0.266, 0.219], [0.359, 0.387, -0.092], [-0.034, -0.108, -0.519], [-0.206, -0.197, 0.081], [-0.044, -0.818, -0.018], [0.163, 0.184, -0.138], [-0.030, 0.451, -0.163], [0.653, 0.081, 0.020], [0.043, 0.840, -0.477], [-0.243, -0.359, -0.011], [-0.084, -0.046, 0.141], [-0.090, 0.351, -0.397], [-0.599, 0.234, -0.239], [0.276, -0.473, -0.594], [-0.220, -0.124, 0.304]],
  "energy_ha": -9970.5399,
  "total_charge": -2,
  "largest_force_ev_per_a": 2.9,
  "e_above_lowest_ev": 0.0000,
  "multiplicity": 1,
  "e_homo_ha": [0.06390, 0.05613]
}

(3)
{
  "formula": "C2H4FNO2",
  "method": "ωB97M-V/def2-TZVPD",
  "species": ["N", "C", "F", "C", "O", "O", "H", "H", "H", "H"],
  "coordinates": [[-1.2004, -0.3049, -0.2552], [-0.0024, 0.0468, 0.7155], [-0.2237, 1.0180, 1.5767], [1.2813, 0.2717, -0.2212], [2.2006, 0.9286, 0.1721], [1.1140, -0.2209, -1.4385], [-1.6520, 0.5792, -0.6497], [-1.9479, -0.6323, 0.3346], [0.0070, -0.8632, 1.2523], [0.4235, -0.8230, -1.4864]],
  "forces_ev_per_angstrom": [[0.645, 2.709, 0.839], [-1.516, -1.776, -3.927], [-0.078, 1.539, 0.573], [-1.674, 0.788, 1.821], [-0.117, -0.472, -0.625], [3.456, 1.696, -0.306], [1.261, -1.263, 0.455], [-0.155, -0.495, 0.350], [0.825, -1.100, 0.723], [-2.648, -1.627, 0.096]],
  "energy_ha": -383.6994,
  "largest_force_ev_per_a": 4.6,
  "e_above_lowest_ev": 0.5458,
  "multiplicity": 1,
  "e_homo_ha": -0.39267,
  "smiles": "N[C@H](F)C(=O)O"
}

> Number 3 is which compound?

C2H4FNO2